[1]
DFT (wB97M-V/def2-TZVPD) results for C36H43AsN5O5PPtS2 as an isolated structure in a non-equilibrium geometry.

Geometry (Å):
Pt: 0.9338 -0.8042 1.6247
N: -0.0524 -1.3465 8.7512
C: 0.0163 -1.3667 7.6052
C: 0.0820 -1.3900 6.1694
C: 0.6070 -2.4906 5.5038
C: 0.6375 -2.4762 4.1260
N: 0.1526 -1.4414 3.4226
C: -0.3662 -0.3769 4.0626
C: -0.4168 -0.3146 5.4332
H: 0.9909 -3.3422 6.0473
H: 1.0321 -3.3088 3.5607
H: -0.7813 0.4124 3.4442
H: -0.8380 0.5504 5.9250
O: 0.9569 0.7994 0.4322
As: 1.9915 1.8963 -0.4553
C: 2.8987 3.0913 0.7197
C: 3.6533 4.1435 0.2152
C: 4.3160 4.9852 1.0962
C: 4.2186 4.7793 2.4641
C: 3.4646 3.7250 2.9625
C: 2.7968 2.8798 2.0910
C: 3.0574 1.1238 -1.8471
C: 3.1725 -0.2550 -1.9781
C: 4.0251 -0.7884 -2.9310
C: 4.7522 0.0550 -3.7609
C: 4.6275 1.4295 -3.6363
C: 3.7879 1.9712 -2.6740
C: 0.6220 2.9067 -1.3437
C: 0.9455 3.9412 -2.2185
C: -0.0640 4.6383 -2.8637
C: -1.3936 4.3119 -2.6343
C: -1.7152 3.2898 -1.7532
C: -0.7103 2.5851 -1.1046
H: 3.7380 4.3207 -0.8479
H: 4.9074 5.8047 0.7109
H: 4.7269 5.4480 3.1460
H: 3.4010 3.5590 4.0298
H: 2.2215 2.0472 2.4726
H: 2.6286 -0.9138 -1.3192
H: 4.1354 -1.8619 -3.0126
H: 5.4271 -0.3607 -4.4973
H: 5.1996 2.0877 -4.2762
H: 3.7295 3.0455 -2.5802
H: 1.9732 4.2213 -2.4010
H: 0.1874 5.4441 -3.5404
H: -2.1787 4.8645 -3.1334
H: -2.7544 3.0497 -1.5608
H: -0.9516 1.7939 -0.4096
O: 3.6735 0.2959 0.8983
S: 3.6644 -0.7565 1.8666
O: 2.5438 -0.5132 2.8994
O: 4.9042 -1.2721 2.3039
S: 2.5175 -2.3323 1.0037
O: -0.8207 -0.9095 0.8482
P: -1.8109 -1.4676 -0.2193
N: -1.4553 -1.0668 -1.7461
C: -2.4449 -0.5750 -2.7308
C: -1.6524 -0.5745 -4.0299
C: -0.2559 -0.1395 -3.5801
C: -0.0756 -0.8549 -2.2394
N: -1.8449 -3.0834 -0.1464
C: -1.6117 -3.8438 1.1030
C: -1.5672 -5.3080 0.6513
C: -2.3342 -5.3141 -0.6740
C: -1.9405 -3.9895 -1.3121
N: -3.2683 -0.8914 0.1684
C: -3.5010 0.4998 0.6215
C: -5.0260 0.6422 0.6124
C: -5.4852 -0.3942 -0.4161
C: -4.5494 -1.5645 -0.1498
H: -2.7655 0.4410 -2.4788
H: -3.3287 -1.2116 -2.7703
H: -2.0897 0.0903 -4.7717
H: -1.6125 -1.5838 -4.4443
H: -0.2297 0.9427 -3.4379
H: 0.5238 -0.4143 -4.2876
H: 0.4852 -0.2662 -1.5237
H: 0.4359 -1.8165 -2.3635
H: -2.4331 -3.6683 1.8030
H: -0.6855 -3.5246 1.5858
H: -2.0180 -5.9660 1.3903
H: -0.5367 -5.6252 0.4861
H: -3.4093 -5.3365 -0.4880
H: -2.0721 -6.1586 -1.3072
H: -2.6644 -3.6226 -2.0379
H: -0.9724 -4.0772 -1.8135
H: -3.0354 1.2036 -0.0730
H: -3.0662 0.6655 1.6077
H: -5.3344 1.6554 0.3634
H: -5.4349 0.3942 1.5929
H: -5.3386 -0.0138 -1.4296
H: -6.5297 -0.6738 -0.2967
H: -4.4442 -2.2487 -0.9903
H: -4.8947 -2.1355 0.7156

Results
Max |F| ... 2.4 eV Å⁻¹
Energy above the lowest of the compared OMol25 structures with the same formula, charge and spin ... 33.7 kcal per mole
LUMO energy ... -8.35 eV
Charge ... +2

Löwdin population analysis, charges in e, atoms 1 to 6: 1.234 0.230 -0.134 -0.163 0.051 -0.080

---

[2]
DFT (wB97M-V/def2-TZVPD) results for C36H43Br2CrF3N4O3S2Si4Te as an isolated structure in a non-equilibrium geometry.

Geometry (Å):
Cr: 0.0150 -0.9969 0.4543
Br: 4.3653 -0.4724 2.9632
C: 2.8810 -1.5772 3.3925
C: 2.9209 -2.3536 4.5441
C: 1.8341 -3.1428 4.8579
Br: 1.9769 -4.2338 6.4318
C: 0.6805 -3.2206 4.0503
C: -0.4626 -4.0477 4.2659
C: -1.5484 -3.9383 3.3633
C: -1.5059 -3.0613 2.3130
N: -0.4178 -2.2820 2.0531
C: 0.6733 -2.3791 2.9059
C: 1.7636 -1.5578 2.5483
O: 1.6582 -0.7823 1.4829
H: 3.7883 -2.3319 5.1866
H: -0.5009 -4.7200 5.1091
H: -2.4427 -4.5282 3.5111
H: -2.3488 -2.9390 1.6478
C: -3.1111 4.7553 -1.9672
Si: -2.3924 3.0638 -1.5530
C: -1.0716 2.7462 -2.8242
C: -3.7629 1.8092 -1.7769
Si: -1.6383 2.9668 0.6567
Te: -1.3575 0.7501 1.7410
Si: -3.2681 3.8890 2.0286
C: -3.8312 5.6296 1.5945
C: -2.6112 3.9450 3.7814
C: -4.8101 2.8294 2.0276
Si: 0.2977 4.2376 0.7876
C: 1.1267 4.0898 2.4551
C: -0.0884 6.0664 0.5258
C: 1.5484 3.7414 -0.5112
H: -3.4560 4.7556 -3.0121
H: -2.3554 5.5502 -1.8551
H: -3.9655 5.0129 -1.3213
H: -1.5240 2.4572 -3.7829
H: -0.4166 1.9290 -2.4989
H: -0.4546 3.6419 -2.9859
H: -4.4123 2.0696 -2.6258
H: -4.3818 1.7352 -0.8700
H: -3.3278 0.8179 -1.9626
H: -3.0106 6.3586 1.6739
H: -4.6358 5.9390 2.2801
H: -4.2186 5.6790 0.5659
H: -1.9077 4.7816 3.9164
H: -2.0682 3.0128 4.0004
H: -3.4274 4.0516 4.5098
H: -5.3869 2.9650 1.0979
H: -5.4545 3.0855 2.8799
H: -4.5352 1.7647 2.1020
H: 0.5083 4.5229 3.2574
H: 2.0969 4.6050 2.4400
H: 1.2972 3.0295 2.7018
H: -0.7895 6.4326 1.2925
H: -0.5501 6.2422 -0.4593
H: 0.8328 6.6672 0.5870
H: 1.6148 2.6429 -0.5915
H: 2.5405 4.1279 -0.2410
H: 1.2762 4.1333 -1.5029
N: 2.8402 -7.8925 2.9416
C: 2.5044 -6.9831 1.9306
C: 1.5648 -7.3154 0.9600
C: 1.2584 -6.4191 -0.0515
C: 1.8807 -5.1799 -0.0807
C: 2.8311 -4.8373 0.8801
C: 3.1527 -5.7486 1.8645
S: 1.5021 -4.0581 -1.3684
O: 2.7281 -3.4057 -1.7356
O: 0.8227 -4.8335 -2.3868
N: 0.4888 -2.9765 -0.7485
C: -0.8132 -2.8927 -1.1249
S: -1.8337 -3.8706 -2.1881
C: -3.1915 -2.8511 -1.8300
C: -2.8282 -1.8645 -0.9972
N: -1.5099 -1.8806 -0.6116
H: 2.1269 -8.5742 3.1266
H: 3.1468 -7.4415 3.7900
H: 1.0676 -8.2812 1.0044
H: 0.5305 -6.6626 -0.8195
H: 3.3324 -3.8737 0.8303
H: 3.8920 -5.4963 2.6159
H: -4.1666 -3.0303 -2.2666
H: -3.4676 -1.0886 -0.6033
F: 3.6855 1.8752 -7.8416
C: 3.9755 0.7153 -7.2071
F: 5.3097 0.7221 -6.9861
F: 3.7300 -0.2938 -8.0699
C: 3.1950 0.5680 -5.9460
C: 2.8288 -0.6886 -5.4930
C: 2.1640 -0.8266 -4.2818
C: 1.8660 0.2915 -3.4975
C: 2.2397 1.5499 -3.9714
C: 2.9034 1.6877 -5.1829
C: 1.2009 0.1439 -2.2290
C: 0.6474 0.0260 -1.1542
H: 3.0650 -1.5640 -6.0857
H: 1.8888 -1.8056 -3.9152
H: 1.9987 2.4215 -3.3731
H: 3.1936 2.6693 -5.5389

Results
Max |F| ... 1.3 eV Å⁻¹
Energy above the lowest of the compared OMol25 structures with the same formula, charge and spin ... 17.6 kcal per mole
LUMO energy (alpha / beta) ... 3.91 / 3.89 eV
Charge ... -2
Expectation value of S² ... 6.080
Multiplicity ... 5

Löwdin population analysis, charges in e, atoms 1 to 6: 0.342 0.697 -0.625 -0.227 -0.636 0.639

---

[3]
DFT (wB97M-V/def2-TZVPD) results for C36H43ClN6O6Pt as an isolated structure.

Geometry (Å):
Pt: -0.8233 0.7163 -0.1879
C: 3.2191 -2.7964 -3.9260
O: 2.8951 -4.0401 -3.3131
C: 1.6130 -4.4135 -3.1143
C: 1.4011 -5.7969 -3.1110
C: 0.1426 -6.3305 -2.9384
C: -0.9633 -5.4958 -2.7762
C: -0.7689 -4.1323 -2.7617
C: 0.5121 -3.5811 -2.8986
N: 0.6341 -2.1578 -2.7253
C: 0.3605 -1.5628 -1.5570
N: 0.1740 -2.3418 -0.4868
C: -0.1843 -1.9865 0.8297
C: -0.6723 -0.7367 1.1964
C: -1.1090 -0.4209 2.4555
C: -1.0506 -1.4052 3.4379
C: -0.5460 -2.6484 3.1333
C: -0.0980 -2.9615 1.8481
O: 0.3744 -4.2220 1.7578
C: 1.0192 -4.8429 0.6474
N: 0.3472 -0.2401 -1.4483
C: 0.5399 0.5999 -2.5900
C: -0.6098 1.0730 -3.2494
C: -0.5226 1.9273 -4.3292
C: 0.7367 2.3025 -4.7874
C: 1.8752 1.8250 -4.1695
C: 1.8084 0.9759 -3.0620
O: 3.0133 0.5490 -2.6175
C: 3.2333 0.1253 -1.2776
H: 4.2726 -2.8636 -4.1798
H: 3.0720 -1.9506 -3.2572
H: 2.6431 -2.6594 -4.8454
H: 2.2632 -6.4305 -3.2708
H: 0.0143 -7.4045 -2.9521
H: -1.9575 -5.9070 -2.6736
H: -1.6066 -3.4550 -2.6346
H: 0.7807 -1.5522 -3.5203
H: 0.1851 -3.3285 -0.6965
H: -1.4523 0.5706 2.7104
H: -1.3868 -1.1815 4.4415
H: -0.4755 -3.4276 3.8794
H: 1.3739 -5.7943 1.0312
H: 1.8760 -4.2652 0.2971
H: 0.3188 -5.0608 -0.1659
H: -1.5737 0.6950 -2.9262
H: -1.4185 2.2679 -4.8289
H: 0.8322 2.9602 -5.6407
H: 2.8598 2.0945 -4.5282
H: 4.3122 0.1306 -1.1484
H: 2.8621 -0.8854 -1.0954
H: 2.7727 0.8190 -0.5757
C: -4.4537 0.3511 2.0199
C: -3.7702 1.5748 2.5638
C: -4.0429 2.0073 3.8585
C: -3.3567 3.0699 4.4294
Cl: -3.7198 3.5459 6.0431
C: -2.3742 3.7455 3.7210
C: -2.0949 3.3438 2.4263
C: -2.7885 2.2841 1.8749
O: -2.3916 1.9257 0.5603
C: -3.4478 1.7721 -0.4376
C: -3.5208 0.3264 -0.9200
O: -4.5180 -0.1135 -1.4087
O: -2.3812 -0.3526 -0.8098
H: -4.9865 -0.1571 2.8209
H: -3.7209 -0.3530 1.6159
H: -5.1829 0.5661 1.2390
H: -4.7948 1.4898 4.4398
H: -1.8591 4.5817 4.1730
H: -1.3525 3.8591 1.8321
H: -3.1550 2.4017 -1.2820
H: -4.3933 2.1330 -0.0476
C: 1.9305 0.4060 2.4255
N: 1.5194 1.8058 2.4478
C: 1.3908 2.3751 3.7878
C: 1.2497 2.5220 1.3440
N: 0.6819 2.0028 0.2525
N: 1.5822 3.8312 1.3319
C: 1.0371 4.7417 0.3315
C: 2.7659 4.3387 2.0296
H: 2.8364 0.3122 3.0274
H: 2.1526 0.0949 1.4090
H: 1.1712 -0.2472 2.8472
H: 0.7298 1.7340 4.3735
H: 0.9536 3.3676 3.7380
H: 2.3569 2.4292 4.2917
H: 0.9099 2.5391 -0.5773
H: 1.5819 4.6861 -0.6164
H: 1.1295 5.7583 0.7076
H: -0.0152 4.5346 0.1485
H: 3.2891 3.5299 2.5279
H: 2.4920 5.0980 2.7620
H: 3.4410 4.7861 1.2992

Results
Max |F| ... 0.5 eV Å⁻¹
Energy above the lowest of the compared OMol25 structures with the same formula, charge and spin ... 0.0 kcal per mole
LUMO energy ... -6.61 eV
Charge ... +2

Löwdin population analysis, charges in e, atoms 1 to 6: 1.514 -0.037 -0.052 -0.226 0.020 -0.049

---

[4]
DFT (wB97M-V/def2-TZVPD) results for C36H43CoFN4O3P2S as an isolated structure.

Geometry (Å):
Co: -0.1984 0.2609 0.1508
C: -1.8731 2.4925 2.2860
P: -0.3183 1.5651 1.9995
C: 1.0644 2.6477 2.4893
C: -0.4950 0.4530 3.4485
C: -0.2045 0.8537 4.7481
C: -0.4125 -0.0098 5.8110
C: -0.9276 -1.2801 5.5888
C: -1.2424 -1.6809 4.3006
C: -1.0325 -0.8192 3.2280
P: -1.3917 -1.2143 1.4864
C: -1.2200 -3.0238 1.3920
C: -3.1923 -1.0163 1.2788
H: -1.7084 3.2074 3.0946
H: -2.6384 1.7872 2.6150
H: -2.2195 3.0285 1.4117
H: 0.7011 3.5238 3.0258
H: 1.5709 2.9872 1.5925
H: 1.7520 2.0839 3.1185
H: 0.1984 1.8402 4.9341
H: -0.1708 0.3074 6.8172
H: -1.0836 -1.9567 6.4173
H: -1.6438 -2.6738 4.1408
H: -1.8218 -3.4951 2.1708
H: -0.1821 -3.3362 1.4955
H: -1.5937 -3.3661 0.4265
H: -3.7513 -1.5535 2.0474
H: -3.4693 -1.3964 0.2955
H: -3.4499 0.0406 1.3070
C: 2.6546 4.7886 -5.6471
C: 1.7123 4.3826 -4.5493
C: 1.9423 3.2270 -3.8093
C: 1.1027 2.8517 -2.7712
C: 0.0022 3.6493 -2.4853
C: -0.2457 4.8090 -3.2017
C: 0.6094 5.1683 -4.2313
S: -1.0483 3.2304 -1.1145
O: -2.3140 3.8977 -1.3333
O: -0.3382 3.6020 0.0925
N: -1.1887 1.6346 -1.0985
C: -1.6345 1.0449 -2.2697
C: -2.3220 1.6265 -3.3113
C: -2.6262 0.8989 -4.4788
C: -2.2506 -0.4046 -4.6417
C: -1.5389 -1.0394 -3.5976
C: -1.0649 -2.3664 -3.6905
C: -0.3326 -2.9017 -2.6696
C: -0.1020 -2.1119 -1.5302
N: -0.5639 -0.8939 -1.3969
C: -1.2534 -0.3217 -2.4229
H: 3.1428 3.9210 -6.0879
H: 3.4374 5.4437 -5.2581
H: 2.1390 5.3297 -6.4393
H: 2.7984 2.6063 -4.0438
H: 1.3094 1.9646 -2.1786
H: -1.1139 5.4087 -2.9677
H: 0.4138 6.0682 -4.8014
H: -2.6519 2.6519 -3.2426
H: -3.1666 1.4086 -5.2647
H: -2.4745 -0.9504 -5.5464
H: -1.2730 -2.9354 -4.5881
H: 0.0714 -3.9021 -2.7178
H: 0.5051 -2.4889 -0.7156
C: 6.6861 1.7782 4.3018
C: 5.6954 2.1250 3.2007
N: 6.1491 1.7184 1.8813
C: 7.2321 2.4787 1.2629
C: 8.5308 1.6937 1.1735
C: 5.5396 0.7757 1.1185
O: 5.8566 0.5681 -0.0387
C: 4.4657 -0.0447 1.7757
C: 4.7756 -1.0800 2.6441
C: 3.7432 -1.8400 3.1666
C: 2.4437 -1.5028 2.8231
N: 2.1306 -0.5083 1.9998
C: 3.1292 0.1903 1.4604
H: 6.3081 2.0944 5.2739
H: 7.6440 2.2720 4.1420
H: 6.8631 0.7037 4.3357
H: 5.5204 3.2065 3.1775
H: 4.7301 1.6592 3.3964
H: 7.3687 3.3819 1.8613
H: 6.9089 2.7840 0.2655
H: 8.8399 1.3361 2.1553
H: 9.3256 2.3236 0.7759
H: 8.4097 0.8377 0.5134
H: 5.8077 -1.2946 2.8940
H: 3.9342 -2.6669 3.8356
H: 1.6081 -2.0484 3.2529
H: 2.8437 0.9333 0.7281
F: 1.5125 0.5598 -0.7684

Results
Max |F| ... 0.7 eV Å⁻¹
Energy above the lowest of the compared OMol25 structures with the same formula, charge and spin ... 9.3 kcal per mole
LUMO energy (alpha / beta) ... 0.23 / 0.24 eV
Expectation value of S² ... 0.782
Multiplicity ... 2

Löwdin population analysis, charges in e, atoms 1 to 6: 0.226 -0.204 0.894 -0.232 -0.379 -0.077

---

[5]
DFT (wB97M-V/def2-TZVPD) results for C36H44AuN4O5P3S as an isolated structure in a non-equilibrium geometry.

Geometry (Å):
Au: 0.0945 -0.1792 -0.2299
C: -2.1971 1.7225 -1.5195
P: -2.3219 0.2182 -0.4418
C: -3.5041 -0.9262 -1.2122
C: -4.4045 -1.6291 -0.4128
C: -5.1673 -2.6451 -0.9536
C: -5.0407 -2.9825 -2.2919
C: -4.1540 -2.2810 -3.0937
C: -3.3787 -1.2698 -2.5568
C: -3.2003 0.8232 1.0353
C: -4.4888 1.3543 0.9510
C: -5.1209 1.7985 2.0971
C: -4.4809 1.7346 3.3277
C: -3.2059 1.2045 3.4123
C: -2.5718 0.7381 2.2723
C: -1.0171 2.4904 -1.0133
C: -0.8294 3.8181 -0.7116
C: 0.4832 3.9322 -0.1950
C: 1.0347 2.6704 -0.2038
C: 2.3556 2.1985 0.3128
P: 2.2522 0.4095 0.7582
C: 2.4795 0.0247 2.5113
C: 2.2070 -1.2642 2.8893
C: 2.1703 -1.6614 4.2256
C: 2.3284 -0.6956 5.2345
C: 2.5499 0.6042 4.9263
C: 2.7356 1.0974 3.5270
C: 3.8859 -0.1522 0.0946
C: 4.1771 0.0669 -1.2518
C: 5.3977 -0.3134 -1.7787
C: 6.3323 -0.9609 -0.9849
C: 6.0391 -1.2137 0.3440
C: 4.8248 -0.8197 0.8772
N: 0.1493 1.8197 -0.7752
H: -3.1096 2.3230 -1.4641
H: -2.0465 1.3908 -2.5556
H: -4.5046 -1.3579 0.6288
H: -5.8538 -3.1845 -0.3197
H: -5.6222 -3.7960 -2.7025
H: -4.0604 -2.5343 -4.1397
H: -2.6692 -0.7411 -3.1796
H: -4.9980 1.4003 -0.0040
H: -6.1213 2.1996 2.0336
H: -4.9770 2.0962 4.2174
H: -2.6785 1.1473 4.3513
H: -1.5748 0.3335 2.3449
H: -1.5297 4.6201 -0.8478
H: 0.9720 4.8288 0.1304
H: 2.6290 2.7678 1.2061
H: 3.1544 2.3066 -0.4334
H: 1.9747 -1.9757 2.1035
H: 1.9438 -2.6866 4.4784
H: 2.2057 -0.9797 6.2707
H: 2.5544 1.3654 5.6896
H: 3.7762 1.4699 3.4082
H: 3.4402 0.5561 -1.8779
H: 5.6310 -0.1034 -2.8122
H: 7.2823 -1.2684 -1.3996
H: 6.7657 -1.7094 0.9720
H: 4.6144 -1.0063 1.9218
O: 1.9507 2.2612 3.3077
S: 0.3793 1.8651 3.1520
O: -0.3098 3.1073 3.0379
O: 0.3817 1.0702 1.8982
O: 0.0234 1.0478 4.2795
C: 1.5106 -5.1410 1.6547
N: 1.4688 -4.8186 0.2419
C: 2.7737 -4.4664 -0.2890
P: 0.2139 -3.8613 -0.3558
O: 0.4785 -2.4026 -0.3370
N: -1.2078 -4.2081 0.4384
C: -1.7366 -5.5528 0.3975
C: -1.7058 -3.3637 1.5044
N: 0.0683 -4.4094 -1.9272
C: 0.3950 -5.7312 -2.4135
C: -0.9780 -3.7602 -2.6890
H: 2.0969 -6.0541 1.7869
H: 0.5023 -5.3161 2.0165
H: 1.9647 -4.3460 2.2563
H: 3.4026 -5.3598 -0.3245
H: 3.2673 -3.7143 0.3346
H: 2.6566 -4.0545 -1.2903
H: -1.1362 -6.1535 -0.2826
H: -2.7709 -5.5309 0.0414
H: -1.7179 -6.0270 1.3836
H: -1.3047 -2.3610 1.3746
H: -1.4140 -3.7265 2.4964
H: -2.7955 -3.3051 1.4507
H: 1.1409 -6.1798 -1.7628
H: 0.8039 -5.6359 -3.4246
H: -0.4810 -6.3911 -2.4729
H: -1.1298 -2.7497 -2.3143
H: -1.9309 -4.2971 -2.6165
H: -0.6797 -3.7109 -3.7399

Results
Max |F| ... 2.0 eV Å⁻¹
LUMO energy ... -1.78 eV

Löwdin population analysis, charges in e, atoms 1 to 6: 0.799 -0.248 1.010 -0.353 -0.102 -0.082

---

What is the max |F| in the third record?
0.5 eV Å⁻¹

---

Which of these has the lowest max |F|?
C36H43ClN6O6Pt